(1)
Computed, not measured: 6 unconnected molecules or ions with the total composition C47H68N3O16PSSi at a distorted geometry, with ωB97M-V/def2-TZVPD.

## Properties
- structure (SMILES) = C#CN1c2c([PH2]=O)cc(C)cc2Sc2c(CCN)c([Si](C)(C)C)c(CC=C)c(NCCCC)c21.C[C@@H]1COC(=O)O1.C[C@@H]1COC(=O)O1.C[C@@H]1COC(=O)O1.C[C@@H]1COC(=O)O1.C[C@@H]1COC(=O)O1
- largest force on an atom (eV/Å) = 6.40
- energy above the lowest of the compared OMol25 structures with the same formula, charge and spin (eV) = 14.029
- HOMO-LUMO gap (eV) = 6.8592
- HOMO level (eV) = -7.55

The geometry in ORCA input format:
```
! RIJCOSX wB97M-V def2-TZVPD def2/J DEFGRID3
* xyz 0 1
C 0.36559 0.74042 1.77424
C 1.59109 0.83335 1.30352
N 3.04478 1.02346 1.11306
C 3.34538 2.17592 0.21057
C 3.70128 3.55331 0.93952
P 3.70587 3.63387 2.85866
O 4.21675 4.98939 3.40911
C 4.06926 4.78958 0.03378
C 4.09006 4.67423 -1.54863
C 4.51600 5.95016 -2.47315
C 3.72851 3.31662 -2.28506
C 3.36240 2.07858 -1.38817
S 2.95203 0.36742 -2.05412
C 3.82410 -0.73655 -0.80390
C 4.60876 -2.06652 -1.23700
C 4.61310 -2.35453 -2.82072
C 3.13752 -2.95027 -3.19786
N 3.17382 -4.18621 -4.04951
C 5.31737 -2.99760 -0.13237
Si 6.21958 -4.60109 -0.65699
C 7.87114 -4.02410 -1.52503
C 5.24408 -5.54405 -2.06175
C 6.51843 -5.89708 0.71187
C 5.21907 -2.46661 1.38244
C 5.91947 -3.24425 2.61305
C 7.54581 -3.09172 2.45013
C 8.01161 -1.69261 2.33785
C 4.42860 -1.13378 1.78389
N 4.29252 -0.64935 3.20102
C 3.21350 -1.45949 3.85067
C 2.87209 -1.01416 5.38035
C 3.10399 -2.31573 6.31089
C 4.64829 -2.80335 6.22899
C 3.72939 -0.22906 0.69375
H -0.71358 0.60804 2.16576
H 2.30571 3.48822 3.22653
H 4.42658 2.51190 3.39217
H 4.35889 5.77799 0.56242
H 5.61756 6.18465 -2.16628
H 3.86390 6.87050 -2.25551
H 4.55739 5.65339 -3.58310
H 3.75908 3.18048 -3.42497
H 5.48594 -2.99434 -3.19977
H 4.68975 -1.34476 -3.40310
H 2.53981 -3.06401 -2.21283
H 2.57269 -2.13935 -3.81262
H 2.46722 -4.06597 -4.80226
H 2.75743 -4.93415 -3.44631
H 7.79941 -4.26888 -2.66554
H 8.01767 -2.87758 -1.47200
H 8.77306 -4.61664 -1.13217
H 4.12430 -5.29145 -1.85444
H 5.31951 -6.69568 -1.88256
H 5.58827 -5.24558 -3.11576
H 7.52195 -5.62392 1.23998
H 5.65170 -6.04970 1.45464
H 6.73260 -6.91466 0.17946
H 5.69074 -2.73825 3.64187
H 5.58405 -4.33819 2.73446
H 8.26721 -3.98915 2.40638
H 8.26085 -1.17314 1.34592
H 8.06115 -1.07965 3.30986
H 5.19423 -0.69716 3.70193
H 3.36745 -2.61266 3.76445
H 2.23848 -1.24906 3.24231
H 1.74244 -0.75515 5.43564
H 3.48626 -0.09178 5.68944
H 2.40666 -3.18650 5.97738
H 2.85100 -2.00897 7.39046
H 5.33986 -1.93623 5.90789
H 4.96657 -3.17922 7.27965
H 4.71468 -3.71510 5.52806
C -1.78951 1.23322 -4.04476
C -1.34679 -0.21285 -4.10615
C 0.05074 -0.38665 -4.62038
O 0.00374 -1.67264 -5.22447
C -1.28904 -1.86918 -5.61349
O -1.65049 -2.75041 -6.34696
O -2.11657 -0.93482 -5.06463
H -2.78465 1.30523 -3.59896
H -1.09952 1.83764 -3.45003
H -1.86631 1.66429 -5.04780
H -1.47734 -0.69304 -3.13061
H 0.79078 -0.36349 -3.81819
H 0.33012 0.34629 -5.38462
C -4.40664 -0.64572 0.44937
C -4.90611 0.65829 -0.13630
C -6.04326 0.48142 -1.09943
O -5.88137 1.58794 -1.97858
C -4.55393 1.89719 -1.96763
O -4.02070 2.63770 -2.75547
O -3.90517 1.25953 -0.95511
H -3.62710 -0.45209 1.19242
H -5.21446 -1.20245 0.93141
H -3.95118 -1.27588 -0.32193
H -5.16198 1.36432 0.66914
H -7.01649 0.52000 -0.60408
H -5.98005 -0.44112 -1.68701
C -7.01470 0.66598 -4.58997
C -8.10007 -0.37156 -4.77868
C -9.17254 0.05535 -5.73737
O -10.31343 -0.64446 -5.25983
C -10.11701 -0.83817 -3.92406
O -10.96875 -1.20232 -3.15875
O -8.82957 -0.56157 -3.56973
H -6.22865 0.27562 -3.93891
H -6.56423 0.95100 -5.54450
H -7.40682 1.56183 -4.10033
H -7.66235 -1.33251 -5.06869
H -8.94641 -0.23142 -6.76706
H -9.38496 1.12915 -5.70595
C -3.93596 1.95942 5.97985
C -4.51586 0.81579 5.17585
C -4.42761 -0.50930 5.87485
O -4.34962 -1.42701 4.79265
C -3.78516 -0.75008 3.75278
O -3.36995 -1.26791 2.74953
O -3.74889 0.58991 3.99723
H -4.08924 2.90674 5.45460
H -4.40216 2.03059 6.96607
H -2.85505 1.84457 6.10460
H -5.54407 1.04368 4.87634
H -5.30649 -0.71249 6.49116
H -3.52869 -0.62012 6.49026
C -6.79925 7.16342 0.67290
C -6.00393 5.94977 0.24236
C -6.76204 5.03481 -0.67292
O -6.18757 3.76688 -0.38916
C -5.73558 3.82509 0.89302
O -5.38803 2.86742 1.53616
O -5.72974 5.10602 1.35702
H -6.17698 7.82748 1.28005
H -7.16723 7.72572 -0.18924
H -7.64903 6.87537 1.29898
H -5.04928 6.25631 -0.19739
H -6.62551 5.29425 -1.72531
H -7.83403 4.98757 -0.45476
*
```


(2)
Computed, not measured: a molecular structure, C19H37N2O2PPbSi at a distorted geometry, with ωB97M-V/def2-TZVPD.

## Properties
- largest force on an atom (eV/Å) = 3.53
- energy above the lowest of the compared OMol25 structures with the same formula, charge and spin (eV) = 0.000
- HOMO-LUMO gap (spin up / spin down) (eV) = 5.0483 / 4.7042
- HOMO level (spin up / spin down) (eV) = -4.80 / -4.52

The geometry in ORCA input format:
```
! RIJCOSX wB97M-V def2-TZVPD def2/J DEFGRID3
* xyz 0 1
Pb 0.27034 0.15096 0.56098
Si -0.62200 -2.24548 -1.53983
P 0.83513 1.32380 -2.39154
N -1.38863 -0.95248 -0.66739
H 1.63535 0.79798 -0.88967
C 1.01876 3.11131 -2.45571
H 1.35015 3.48029 -3.43790
H 1.77216 3.37173 -1.71207
H 0.08812 3.61127 -2.18180
C 2.14182 0.71727 -3.53513
H 2.27891 1.42291 -4.37438
H 1.92131 -0.28934 -3.93033
H 3.07810 0.66659 -2.95950
C -0.69003 1.10212 -3.45020
H -0.64496 1.67169 -4.40662
H -1.57538 1.45837 -2.89313
H -0.87601 0.05052 -3.70329
C 1.22744 -2.24959 -1.42780
H 1.63697 -1.98647 -0.45103
H 1.66959 -1.67116 -2.23940
H 1.41746 -3.30669 -1.60273
H -1.09408 -3.50460 -0.89996
H -0.95454 -2.13109 -2.98040
C -2.73701 -0.71295 -0.74307
C -4.62358 0.73046 -0.18429
C -3.25136 0.39385 -0.05015
C -3.61974 -1.52202 -1.49880
C -4.98410 -1.20154 -1.58320
C -5.47716 -0.05276 -0.95070
H -4.97351 1.59715 0.36755
H -2.61022 1.00146 0.57359
H -3.25593 -2.42153 -2.01685
H -5.63278 -1.86277 -2.13737
H -6.53484 0.21337 -1.01724
C 3.23449 -0.33210 1.34179
O 2.26234 -1.09454 1.57070
C 3.52449 0.83194 2.26675
H 4.11458 1.62692 1.81385
H 4.05778 0.49751 3.14946
H 2.53904 1.22209 2.55580
C 4.10771 -0.43680 0.13226
H 4.37506 0.60952 -0.11823
H 3.57579 -0.87731 -0.72129
H 5.02129 -1.00908 0.36932
O -0.88004 -0.28075 2.46839
C -0.71365 -0.59590 3.66626
C 0.65706 -0.94343 4.22456
C 1.17344 0.22197 5.06255
C 0.53380 0.31721 6.47409
C -0.96131 0.57394 6.50584
C -1.74672 -0.60423 5.95173
N -1.73968 -0.62976 4.47715
H 0.52168 -1.82908 4.87794
H 1.32817 -1.22077 3.39285
H 2.27000 0.22109 5.17307
H 0.93366 1.17749 4.54683
H 0.75824 -0.58809 7.05457
H 1.02030 1.12783 6.99728
H -1.26909 0.77460 7.52986
H -1.23265 1.49045 5.96213
H -1.30336 -1.56165 6.35946
H -2.78466 -0.51547 6.25296
H -2.68016 -0.70556 4.01923
*
```


- Which formula does entry 1 have?
  C47H68N3O16PSSi


- Which of these has the highest energy above the lowest of the compared OMol25 structures with the same formula, charge and spin?
  C47H68N3O16PSSi


- largest force on an atom of number 2 (C19H37N2O2PPbSi)?
  3.53 eV/Å


- Among the records above, which one has the highest largest force on an atom?
  C47H68N3O16PSSi